Here is a molecular structure, C53H57F12IrN3O2P2 at a distorted geometry from the Open Molecules 2025 dataset. Energies are from the ωB97M-V functional and the def2-TZVPD basis.

## Properties
DFT total energy, Ha: -4353.98454
⟨S²⟩: 0.76
Energy relative to the best compared isomer or geometry (same formula, charge and spin), kcal per mole: 75.4
Frontier orbital gap (spin up / spin down), eV: 5.44 / 5.50
Spin multiplicity: 2
E_LUMO (spin up / spin down), eV: -1.28 / -1.20

Geometry (Å):
1 Ir -0.051 -0.032 -0.128
2 P 1.303 0.063 -2.267
3 P -1.733 1.698 0.382
4 F 1.798 -2.520 2.460
5 F 4.610 -0.147 0.356
6 F -2.599 -4.863 -0.127
7 F -0.011 -4.923 -0.948
8 F -0.146 -5.361 1.161
9 F 5.027 -0.139 2.469
10 F 4.108 1.572 1.549
11 F -2.103 -3.451 -1.668
12 F 1.348 -3.991 0.436
13 F -3.276 -2.816 0.029
14 F 3.714 -2.534 1.466
15 F 3.515 -1.826 3.513
16 O -0.337 -2.161 -0.357
17 O 2.083 -0.370 0.534
18 N -0.178 -0.622 1.984
19 N -2.058 -0.505 -1.466
20 N 1.029 2.138 -0.019
21 C -1.391 3.789 2.180
22 C -2.225 -3.583 -0.330
23 C 2.673 -0.378 1.753
24 C -3.071 -2.552 -4.150
25 C -2.975 -4.851 4.604
26 C 3.285 3.089 -0.461
27 C 4.238 3.426 -1.398
28 C 1.828 -0.343 -5.123
29 C -1.954 -3.813 2.558
30 C -2.130 -3.803 3.932
31 C 3.243 1.928 -2.916
32 C 2.923 -1.831 2.296
33 C -4.415 2.227 1.464
34 C 5.156 3.351 -3.753
35 C 2.517 1.186 3.776
36 C 1.795 1.977 4.665
37 C -0.532 -0.249 -4.365
38 C -0.676 4.771 2.848
39 C -4.686 -0.813 -3.678
40 C -5.459 -1.247 -4.738
41 C -1.217 -2.855 1.868
42 C 0.078 -4.368 0.287
43 C -3.687 2.142 -1.646
44 C -1.433 -2.836 4.644
45 C 0.579 3.009 0.948
46 C 4.183 2.920 -2.691
47 C 0.679 4.846 2.565
48 C -3.536 -0.130 1.461
49 C 2.518 2.763 5.724
50 C -0.725 -1.856 3.989
51 C -0.896 -3.127 0.399
52 C 2.313 1.529 -1.963
53 C -0.792 2.944 1.261
54 C 0.498 0.311 2.793
55 C -2.311 2.609 -1.152
56 C 1.789 -2.663 -2.631
57 C -2.295 4.130 -1.027
58 C -0.219 1.148 3.651
59 C 2.462 -1.390 -2.107
60 C -0.688 -1.746 2.572
61 C 2.192 2.238 -0.742
62 C -3.484 -1.463 -3.383
63 C -1.342 5.732 3.794
64 C 0.413 1.984 4.551
65 C -3.160 1.354 1.537
66 C 1.288 4.000 1.655
67 C -5.050 -2.334 -5.499
68 C 4.114 0.223 1.545
69 C -2.678 -0.967 -2.314
70 C -3.859 -2.982 -5.203
71 C 0.880 0.278 -4.094
72 C 1.894 0.399 2.818
73 C 3.906 -1.259 -2.583
74 H -0.622 -1.283 -4.030
75 H -3.755 2.269 -2.728
76 H 4.015 -1.491 -3.643
77 H -0.186 2.625 5.189
78 H -2.449 -5.810 4.624
79 H -5.119 1.839 0.730
80 H 2.880 -0.184 -4.907
81 H 2.490 -1.475 -1.022
82 H 1.665 -1.416 -5.200
83 H -2.649 -0.760 1.504
84 H -4.062 -0.369 0.536
85 H -4.184 -0.396 2.298
86 H 2.339 4.149 1.521
87 H 4.676 3.408 -4.730
88 H -2.658 4.558 -1.963
89 H -2.085 6.334 3.266
90 H -5.006 0.026 -3.076
91 H -1.282 0.347 -3.845
92 H -1.442 -2.844 5.728
93 H 4.504 -1.979 -2.022
94 H 3.594 1.176 3.864
95 H 0.869 1.362 -4.231
96 H -1.292 4.510 -0.841
97 H -2.150 -3.060 -3.904
98 H 5.581 4.324 -3.512
99 H 5.984 2.641 -3.834
100 H -4.477 2.742 -1.198
101 H -0.195 -1.119 4.571
102 H 1.614 0.094 -6.100
103 H 5.037 4.100 -1.114
104 H -3.905 -5.003 4.056
105 H -4.910 2.207 2.436
106 H 1.788 -2.718 -3.719
107 H 2.338 -3.528 -2.257
108 H 1.835 3.413 6.268
109 H 1.288 5.586 3.070
110 H -2.686 1.514 2.507
111 H -2.450 3.705 2.388
112 H 0.767 -2.734 -2.257
113 H -3.537 -3.827 -5.795
114 H -0.609 6.410 4.226
115 H -3.210 -4.567 5.629
116 H -2.390 -4.646 2.027
117 H -0.748 -0.219 -5.435
118 H 3.248 1.451 -3.885
119 H -3.866 1.096 -1.406
120 H -4.203 3.268 1.222
121 H -1.299 1.074 3.641
122 H 3.309 3.375 5.287
123 H -6.381 -0.732 -4.970
124 H 3.447 3.459 0.529
125 H -5.664 -2.682 -6.318
126 H 2.989 2.082 6.435
127 H -1.556 2.313 -1.888
128 H 4.320 -0.273 -2.379
129 H -1.854 5.208 4.603
130 H -2.950 4.472 -0.225